This record from the OMol25 dataset describes a single C3H5N3O2S molecule at a distorted geometry. The level of theory is wB97M-V/def2-TZVPD.

Each line ends with the Löwdin charge.
Geometry (Å):
C (0.169, -1.106, 0.610)  -0.038
C (1.562, -0.924, 0.478)  -0.062
C (-0.439, -0.021, -0.116)  -0.374
N (1.715, 0.105, -0.455)  0.064
N (0.513, 0.732, -0.739)  -0.272
N (0.532, 1.759, -1.465)  0.046
O (-2.575, 0.854, 1.153)  -0.298
O (-2.626, -1.202, -0.428)  -0.485
S (-2.177, 0.228, -0.320)  0.953
H (-0.580, -1.581, 1.236)  0.100
H (2.417, -1.409, 0.856)  0.090
H (2.587, 0.443, -0.802)  0.148
H (-2.612, 0.114, 1.774)  0.059
H (1.514, 2.008, -1.781)  0.068

As for the spin multiplicity: 1. As for the total charge: 0. Its LUMO energy (alpha / beta) is 0.61 / 0.61 eV. The HOMO energy (alpha / beta) is -0.27983 / -0.27977 hartree. For the energy relative to the best compared isomer or geometry (same formula, charge and spin), the calculation gives 75.14 kcal/mol. The calculation puts the orbital gap (alpha / beta) at 8.23 / 8.23 eV.

---

This record from the OMol25 dataset describes 2 unconnected molecules or ions with the total composition C3H5N3O6P at a distorted geometry. The level of theory is wB97M-V/def2-TZVPD.

Each line ends with the Löwdin charge.
Geometry (Å):
C (-1.314, -2.630, 0.774)  -0.466
C (0.270, -1.346, -0.563)  -0.448
C (-1.506, -0.189, 0.580)  -0.500
N (-0.306, -2.506, -0.122)  0.234
N (-1.826, -1.348, 1.141)  0.262
N (-0.494, -0.186, -0.365)  0.039
O (-1.766, -3.633, 1.207)  0.199
O (1.336, -1.213, -1.127)  0.108
O (-2.062, 0.853, 0.845)  0.120
O (-0.792, 2.283, -0.982)  -0.011
O (1.074, 1.241, -2.015)  0.018
O (1.741, 1.681, 1.337)  -0.097
P (0.265, 1.258, -0.731)  0.913
H (0.269, -3.385, -0.487)  0.265
H (-2.623, -1.471, 1.684)  0.164
H (-1.383, 2.792, -0.360)  0.185
H (1.789, 0.671, -1.839)  0.071
H (2.509, 1.257, 1.056)  -0.056

As for the spin multiplicity: 1. As for the total charge: +1. Its LUMO energy (alpha / beta) is -7.18 / -7.18 eV. The HOMO energy (alpha / beta) is -0.56363 / -0.56362 hartree. For the energy relative to the best compared isomer or geometry (same formula, charge and spin), the calculation gives 119.70 kcal/mol. The calculation puts the orbital gap (alpha / beta) at 8.16 / 8.15 eV.

---

This record from the OMol25 dataset describes a single C3H5N3OS molecule at a distorted geometry. The level of theory is wB97M-V/def2-TZVPD.

Each line ends with the Löwdin charge.
Geometry (Å):
N (-1.072, 1.622, -0.134)  0.017
N (-0.239, 0.545, 0.129)  -0.330
N (1.078, 0.624, 0.154)  0.117
C (1.458, -0.633, -0.001)  -0.423
O (2.776, -0.878, -0.070)  0.081
C (0.367, -1.547, 0.039)  -0.005
C (-0.775, -0.694, 0.106)  -0.598
S (-2.499, -1.090, -0.004)  0.784
H (-0.448, 2.281, -0.767)  0.138
H (-1.335, 2.179, 0.854)  0.168
H (3.143, -0.009, -0.029)  0.089
H (0.501, -2.591, -0.084)  0.090
H (-2.956, 0.191, -0.193)  -0.127

As for the spin multiplicity: 1. As for the total charge: 0. Its LUMO energy is 0.64 eV. The HOMO energy is -0.31113 hartree. For the energy relative to the best compared isomer or geometry (same formula, charge and spin), the calculation gives 64.51 kcal/mol. The calculation puts the orbital gap at 9.10 eV.

---

This record from the OMol25 dataset describes a single C3H5N3OS molecule at a distorted geometry. The level of theory is wB97M-V/def2-TZVPD.

Each line ends with the Löwdin charge.
Geometry (Å):
C (-0.553, 0.672, -0.066)  -0.314
C (1.641, 0.055, 0.258)  -0.194
C (-1.319, -0.733, 0.055)  -0.826
H (-1.060, 2.671, -0.248)  0.147
H (-2.484, 1.198, -0.001)  0.021
H (2.522, 0.557, 0.629)  0.121
H (2.842, -1.573, -0.088)  0.150
H (1.022, -1.752, -0.424)  0.063
N (-1.472, 1.684, -0.190)  0.094
N (0.697, 0.934, 0.155)  0.102
N (1.840, -1.227, -0.119)  0.156
O (-0.623, -1.741, -0.087)  -0.103
S (-3.054, -0.745, 0.126)  0.583

As for the spin multiplicity: 1. As for the total charge: 0. Its LUMO energy is -0.71 eV. The HOMO energy is -0.30598 hartree. For the energy relative to the best compared isomer or geometry (same formula, charge and spin), the calculation gives 38.92 kcal/mol. The calculation puts the orbital gap at 7.62 eV.

---

This record from the OMol25 dataset describes a single C3H5N3OS molecule at a distorted geometry. The level of theory is wB97M-V/def2-TZVPD.

Each line ends with the Löwdin charge.
Geometry (Å):
C (-3.163, -0.897, -0.072)  -0.045
N (-2.352, 0.072, 0.171)  -0.056
N (-0.985, -0.296, -0.036)  -0.036
C (-0.133, 0.694, -0.060)  -0.379
N (-0.411, 2.022, -0.006)  0.154
C (1.373, 0.273, -0.058)  -0.744
O (2.195, 1.161, -0.020)  0.002
S (1.746, -1.424, 0.042)  0.848
H (-2.841, -1.920, -0.293)  0.066
H (-4.269, -0.736, -0.007)  0.073
H (-1.416, 2.285, 0.045)  0.119
H (0.386, 2.627, 0.070)  0.096
H (0.410, -1.772, -0.100)  -0.098

As for the spin multiplicity: 1. As for the total charge: 0. Its LUMO energy is -0.05 eV. The HOMO energy is -0.33977 hartree. For the energy relative to the best compared isomer or geometry (same formula, charge and spin), the calculation gives 43.76 kcal/mol. The calculation puts the orbital gap at 9.20 eV.

---

This record from the OMol25 dataset describes a single C3H5N3OS molecule at a distorted geometry. The level of theory is wB97M-V/def2-TZVPD.

Each line ends with the Löwdin charge.
Geometry (Å):
H (0.792, -2.473, -0.594)  0.089
N (0.539, -1.657, -1.291)  0.092
C (0.514, -0.615, -0.514)  -0.536
C (0.895, -0.422, 0.789)  -0.062
C (0.188, 0.657, 1.227)  -0.741
S (0.141, 1.186, 2.926)  0.838
O (-0.340, 1.304, 0.303)  0.042
N (-0.058, 0.541, -0.928)  -0.100
N (-1.164, 0.476, -1.759)  0.081
H (1.383, -1.238, 1.367)  0.133
H (-0.668, 2.324, 2.796)  -0.077
H (-1.485, -0.521, -1.572)  0.104
H (-0.736, 0.440, -2.749)  0.136

As for the spin multiplicity: 1. As for the total charge: 0. Its LUMO energy is 0.50 eV. The HOMO energy is -0.31467 hartree. For the energy relative to the best compared isomer or geometry (same formula, charge and spin), the calculation gives 103.34 kcal/mol. The calculation puts the orbital gap at 9.06 eV.

---

This record from the OMol25 dataset describes a single C3H5N3S molecule at a distorted geometry. The level of theory is wB97M-V/def2-TZVPD.

Each line ends with the Löwdin charge.
Geometry (Å):
C (0.197, -0.630, 0.510)  -0.339
C (0.753, 0.778, 0.145)  -0.208
C (-0.190, -1.324, 1.662)  0.110
N (0.063, -1.297, -0.714)  -0.080
N (0.135, -0.788, -1.753)  -0.155
N (-0.944, 1.742, -1.890)  -0.434
S (0.462, 1.066, -1.856)  0.900
H (0.307, 1.472, 0.694)  0.017
H (1.770, 0.884, 0.377)  0.048
H (-0.617, -2.328, 1.399)  0.078
H (-0.306, -0.877, 2.650)  0.062
H (-1.629, 1.301, -1.225)  0.000

As for the spin multiplicity: 1. As for the total charge: 0. Its LUMO energy is -0.40 eV. The HOMO energy is -0.30318 hartree. For the energy relative to the best compared isomer or geometry (same formula, charge and spin), the calculation gives 121.44 kcal/mol. The calculation puts the orbital gap at 7.85 eV.

---

This record from the OMol25 dataset describes a molecular structure, C3H5N3S2 at a distorted geometry. The level of theory is wB97M-V/def2-TZVPD.

Each line ends with the Löwdin charge.
Geometry (Å):
C (-0.152, 0.640, -1.439)  -0.502
C (-0.075, 0.520, 0.951)  -0.785
C (-0.601, -0.341, -0.293)  -0.618
H (-0.737, 1.142, -3.253)  0.145
H (-1.627, -0.088, -2.698)  0.135
H (1.274, 2.157, 0.681)  0.153
H (-1.631, -0.670, -0.113)  0.093
H (-0.552, -2.408, -1.676)  0.058
N (-0.584, 0.222, -2.667)  0.065
N (0.644, 1.565, -1.090)  0.106
N (0.546, 1.549, 0.295)  -0.037
S (-0.175, 0.064, 2.622)  0.512
S (0.425, -1.839, -0.374)  0.675

As for the spin multiplicity: 1. As for the total charge: 0. Its LUMO energy is -0.40 eV. The HOMO energy is -0.30876 hartree. For the energy relative to the best compared isomer or geometry (same formula, charge and spin), the calculation gives 66.85 kcal/mol. The calculation puts the orbital gap at 8.00 eV.

---

Which of these has the lowest energy relative to the best compared isomer or geometry (same formula, charge and spin)? number 4